No. 1
Entry from OMol25: a single C21H35N3O4 molecule (ωB97M-V/def2-TZVPD).

Computed properties:
LUMO	0.58	eV
SMILES string	C=CCC1(C(=O)N[C@H](C)C(=O)NCC(C)C)CN(C(=O)[C@H](C)C2(O)CCC2)C1
orbital gap	0.3524	hartree
relative energy (zero: lowest compared OMol25 entry of this formula, charge and spin)	89.6	kJ/mol
E	-35005.45126	eV
highest occupied orbital energy	-0.331	Ha
charge	0

Last column: Mulliken charge in e.
Cartesian coordinates (Å):
1 C 0.992 -2.440 0.374  -0.836
2 C 0.741 -1.835 -0.778  -0.173
3 C -0.630 -1.644 -1.361  -0.985
4 C -1.174 -0.198 -1.282  2.047
5 C -1.937 0.003 0.014  -0.828
6 O -3.154 0.083 0.053  -0.708
7 N -1.169 0.067 1.125  0.065
8 C -1.757 0.159 2.441  0.092
9 C -2.122 1.601 2.800  -1.555
10 C -0.742 -0.403 3.430  0.384
11 O 0.445 -0.483 3.152  -0.696
12 N -1.240 -0.765 4.631  -0.029
13 C -0.382 -1.278 5.687  -1.196
14 C -0.012 -2.752 5.517  1.069
15 C -1.250 -3.641 5.519  -1.431
16 C 0.958 -3.155 6.621  -1.594
17 C -0.150 0.914 -1.657  -0.661
18 N -0.850 1.050 -2.928  0.381
19 C -0.725 1.853 -4.014  -0.232
20 O -1.586 1.881 -4.873  -0.694
21 C 0.561 2.669 -4.079  0.669
22 C 0.258 4.074 -4.591  -1.860
23 C 1.623 1.975 -4.947  0.890
24 O 1.204 2.077 -6.286  -0.572
25 C 3.051 2.473 -4.597  -0.964
26 C 3.213 1.238 -3.684  -0.565
27 C 2.047 0.574 -4.448  -0.413
28 C -1.982 0.218 -2.539  -1.155
29 H 1.999 -2.543 0.756  0.297
30 H 0.191 -2.847 0.983  0.247
31 H 1.574 -1.447 -1.357  0.320
32 H -0.595 -1.920 -2.419  0.446
33 H -1.345 -2.316 -0.882  0.417
34 H -0.174 -0.113 1.092  0.302
35 H -2.665 -0.450 2.453  0.419
36 H -2.589 1.658 3.784  0.383
37 H -1.225 2.223 2.802  0.357
38 H -2.822 1.985 2.059  0.439
39 H -2.233 -0.720 4.773  0.302
40 H 0.525 -0.673 5.703  0.353
41 H -0.902 -1.136 6.638  0.477
42 H 0.494 -2.845 4.551  0.096
43 H -1.787 -3.552 6.468  0.330
44 H -1.937 -3.379 4.713  0.320
45 H -0.976 -4.689 5.392  0.415
46 H 0.487 -3.057 7.603  0.344
47 H 1.270 -4.194 6.507  0.400
48 H 1.853 -2.531 6.612  0.396
49 H -0.226 1.800 -1.019  0.229
50 H 0.895 0.614 -1.723  0.018
51 H 0.978 2.730 -3.069  0.388
52 H -0.422 4.588 -3.911  0.452
53 H 1.172 4.662 -4.674  0.384
54 H -0.216 4.014 -5.567  0.374
55 H 1.831 1.601 -6.839  0.503
56 H 3.698 2.406 -5.474  0.321
57 H 3.151 3.464 -4.155  0.298
58 H 4.174 0.728 -3.700  0.463
59 H 2.957 1.460 -2.648  0.127
60 H 1.316 -0.027 -3.907  -0.079
61 H 2.422 -0.012 -5.290  0.364
62 H -2.217 -0.580 -3.244  0.286
63 H -2.885 0.783 -2.313  0.359

=====

No. 2
Entry from OMol25: a 10-piece molecular cluster, C10H40N14O10 overall (ωB97M-V/def2-TZVPD).

Computed properties:
LUMO	-0.33	eV
SMILES string	NC(N)=O.NC(N)=O.NC(N)=O.NC(N)=O.NC(N)=O.NC(N)=O.NC(N)=O.CO.CO.CO
orbital gap	0.2952	hartree
relative energy (zero: lowest compared OMol25 entry of this formula, charge and spin)	1008.0	kJ/mol
E	-52353.39192	eV
highest occupied orbital energy	-0.307	Ha
charge	0

Last column: Mulliken charge in e.
Cartesian coordinates (Å):
1 N -2.928 -1.507 -0.251  -0.167
2 C -3.242 -2.051 0.893  0.303
3 N -3.037 -3.336 0.939  -0.439
4 O -3.933 -1.365 1.840  -0.798
5 H -3.471 -0.665 -0.537  0.245
6 H -2.462 -2.004 -1.021  -0.173
7 H -3.602 -3.755 1.757  0.265
8 H -2.920 -3.846 0.071  0.178
9 N -1.907 4.053 -0.159  -0.287
10 C -2.000 3.117 0.772  0.452
11 N -3.080 3.200 1.534  -0.427
12 O -1.004 2.278 1.042  -0.689
13 H -0.909 4.023 -0.604  0.126
14 H -2.737 4.615 -0.588  0.265
15 H -3.063 2.440 2.260  0.304
16 H -3.763 3.982 1.495  0.196
17 N -2.085 -4.367 -1.585  -0.401
18 C -2.720 -3.580 -2.388  0.569
19 N -2.075 -2.451 -2.614  -0.342
20 O -3.955 -3.843 -2.927  -0.778
21 H -2.452 -5.311 -1.211  0.337
22 H -1.166 -4.188 -1.151  0.342
23 H -2.463 -1.801 -3.323  0.154
24 H -1.063 -2.261 -2.371  0.353
25 N 1.484 4.675 1.062  -0.385
26 C 1.375 3.926 -0.028  0.253
27 N 0.611 4.452 -0.983  -0.403
28 O 2.199 2.844 -0.214  -0.728
29 H 1.991 4.236 1.873  0.291
30 H 0.759 5.306 1.263  0.211
31 H 0.654 3.947 -1.853  0.387
32 H 0.390 5.429 -0.964  0.279
33 N -0.508 -3.330 1.960  -0.398
34 C 0.452 -3.543 1.141  0.413
35 N 1.573 -3.351 1.706  -0.394
36 O 0.334 -4.032 -0.129  -0.832
37 H -1.450 -3.307 1.589  0.430
38 H -0.481 -2.554 2.654  0.315
39 H 2.369 -3.715 1.166  0.367
40 H 1.721 -3.256 2.665  0.271
41 N -0.684 0.052 -0.458  1.096
42 C 0.306 -0.438 -1.167  0.086
43 N 1.480 0.224 -1.105  0.116
44 O 0.216 -1.726 -1.647  -0.879
45 H -1.480 -0.629 -0.358  -0.028
46 H -0.804 0.936 0.079  -0.146
47 H 2.323 -0.087 -1.580  0.328
48 H 1.615 1.189 -0.723  0.059
49 N 3.961 0.550 1.283  -0.016
50 C 3.303 -0.403 1.824  0.446
51 N 2.341 -0.951 1.109  0.113
52 O 3.779 -0.859 3.060  -0.821
53 H 4.525 1.100 1.836  0.204
54 H 3.923 0.760 0.296  0.014
55 H 1.978 -1.904 1.341  0.244
56 H 1.959 -0.594 0.202  0.093
57 C 5.133 0.667 -1.530  -1.115
58 O 4.099 -0.334 -1.654  -0.542
59 H 5.670 0.393 -0.666  0.478
60 H 4.829 1.692 -1.440  0.334
61 H 5.808 0.649 -2.269  0.392
62 H 4.450 -1.152 -1.362  0.316
63 C -0.858 -0.391 2.864  -0.391
64 O 0.479 -0.574 3.023  -0.584
65 H -1.440 -0.765 3.714  0.308
66 H -1.270 -0.822 1.959  -0.078
67 H -0.966 0.704 3.007  0.194
68 H 0.900 -0.557 2.143  0.337
69 C -1.450 2.450 -2.937  -0.410
70 O -0.047 2.441 -2.915  -0.609
71 H -1.809 1.745 -2.185  -0.011
72 H -1.925 1.968 -3.829  0.348
73 H -2.042 3.320 -2.697  0.302
74 H 0.258 2.242 -2.002  0.158

=====

Copy entry 1 word for word.
Entry from OMol25: a single C21H35N3O4 molecule (ωB97M-V/def2-TZVPD).

Computed properties:
LUMO	0.58	eV
SMILES string	C=CCC1(C(=O)N[C@H](C)C(=O)NCC(C)C)CN(C(=O)[C@H](C)C2(O)CCC2)C1
orbital gap	0.3524	hartree
relative energy (zero: lowest compared OMol25 entry of this formula, charge and spin)	89.6	kJ/mol
E	-35005.45126	eV
highest occupied orbital energy	-0.331	Ha
charge	0

Last column: Mulliken charge in e.
Cartesian coordinates (Å):
1 C 0.992 -2.440 0.374  -0.836
2 C 0.741 -1.835 -0.778  -0.173
3 C -0.630 -1.644 -1.361  -0.985
4 C -1.174 -0.198 -1.282  2.047
5 C -1.937 0.003 0.014  -0.828
6 O -3.154 0.083 0.053  -0.708
7 N -1.169 0.067 1.125  0.065
8 C -1.757 0.159 2.441  0.092
9 C -2.122 1.601 2.800  -1.555
10 C -0.742 -0.403 3.430  0.384
11 O 0.445 -0.483 3.152  -0.696
12 N -1.240 -0.765 4.631  -0.029
13 C -0.382 -1.278 5.687  -1.196
14 C -0.012 -2.752 5.517  1.069
15 C -1.250 -3.641 5.519  -1.431
16 C 0.958 -3.155 6.621  -1.594
17 C -0.150 0.914 -1.657  -0.661
18 N -0.850 1.050 -2.928  0.381
19 C -0.725 1.853 -4.014  -0.232
20 O -1.586 1.881 -4.873  -0.694
21 C 0.561 2.669 -4.079  0.669
22 C 0.258 4.074 -4.591  -1.860
23 C 1.623 1.975 -4.947  0.890
24 O 1.204 2.077 -6.286  -0.572
25 C 3.051 2.473 -4.597  -0.964
26 C 3.213 1.238 -3.684  -0.565
27 C 2.047 0.574 -4.448  -0.413
28 C -1.982 0.218 -2.539  -1.155
29 H 1.999 -2.543 0.756  0.297
30 H 0.191 -2.847 0.983  0.247
31 H 1.574 -1.447 -1.357  0.320
32 H -0.595 -1.920 -2.419  0.446
33 H -1.345 -2.316 -0.882  0.417
34 H -0.174 -0.113 1.092  0.302
35 H -2.665 -0.450 2.453  0.419
36 H -2.589 1.658 3.784  0.383
37 H -1.225 2.223 2.802  0.357
38 H -2.822 1.985 2.059  0.439
39 H -2.233 -0.720 4.773  0.302
40 H 0.525 -0.673 5.703  0.353
41 H -0.902 -1.136 6.638  0.477
42 H 0.494 -2.845 4.551  0.096
43 H -1.787 -3.552 6.468  0.330
44 H -1.937 -3.379 4.713  0.320
45 H -0.976 -4.689 5.392  0.415
46 H 0.487 -3.057 7.603  0.344
47 H 1.270 -4.194 6.507  0.400
48 H 1.853 -2.531 6.612  0.396
49 H -0.226 1.800 -1.019  0.229
50 H 0.895 0.614 -1.723  0.018
51 H 0.978 2.730 -3.069  0.388
52 H -0.422 4.588 -3.911  0.452
53 H 1.172 4.662 -4.674  0.384
54 H -0.216 4.014 -5.567  0.374
55 H 1.831 1.601 -6.839  0.503
56 H 3.698 2.406 -5.474  0.321
57 H 3.151 3.464 -4.155  0.298
58 H 4.174 0.728 -3.700  0.463
59 H 2.957 1.460 -2.648  0.127
60 H 1.316 -0.027 -3.907  -0.079
61 H 2.422 -0.012 -5.290  0.364
62 H -2.217 -0.580 -3.244  0.286
63 H -2.885 0.783 -2.313  0.359